No. 1
ORCA calculation (the ωB97M-V functional and the def2-TZVPD basis) on a structure of composition C37H65Cl3Ge2N4NaPSbSeSi3 in a non-equilibrium geometry.

Geometry as ORCA input:
```
! RIJCOSX wB97M-V def2-TZVPD def2/J DEFGRID3
* xyz 0 2
Na -0.06 0.83 -0.80
C -5.70 0.04 1.41
C -5.14 0.56 2.58
C -4.13 1.53 2.56
C -3.55 1.92 1.35
C -4.14 1.44 0.15
C -5.24 0.55 0.20
P -2.07 2.89 1.45
C -2.56 4.24 2.50
C -3.85 4.61 2.80
C -4.03 5.75 3.60
C -2.95 6.51 4.06
C -1.63 6.07 3.79
C -1.46 4.93 3.04
C -2.01 3.63 -0.24
C -2.58 4.85 -0.68
C -2.32 5.26 -1.99
C -1.61 4.44 -2.85
C -0.96 3.27 -2.36
C -1.25 2.89 -1.09
H -6.42 -0.77 1.44
H -5.51 0.22 3.54
H -3.75 1.93 3.54
H -3.77 1.74 -0.79
H -5.69 0.25 -0.73
H -4.71 4.03 2.38
H -5.09 6.05 3.78
H -3.17 7.46 4.53
H -0.76 6.53 4.25
H -0.45 4.48 3.00
H -3.21 5.37 0.05
H -2.68 6.22 -2.36
H -1.50 4.70 -3.90
H -0.26 2.72 -3.02
C -2.40 -3.62 7.03
Ge -1.42 -2.43 5.87
C -2.10 -0.61 5.95
C 0.44 -2.58 6.34
C -1.67 -2.90 3.98
Se -0.31 -2.12 2.90
C 0.92 -3.61 2.77
H -2.08 -3.51 8.07
H -2.22 -4.70 6.80
H -3.46 -3.49 7.03
H -2.20 -0.35 7.01
H -3.06 -0.53 5.44
H -1.41 0.07 5.49
H 0.68 -3.66 6.46
H 0.56 -2.11 7.32
H 1.05 -2.10 5.64
H -2.59 -2.44 3.56
H -1.79 -3.97 3.81
H 1.65 -3.50 3.55
H 1.42 -3.50 1.81
H 0.33 -4.54 2.86
C 4.24 3.76 -0.89
Si 4.11 3.12 -2.67
C 2.89 4.25 -3.59
C 5.73 3.08 -3.66
Sb 2.96 0.79 -2.47
Si 4.61 -0.91 -1.30
C 3.68 -2.49 -1.04
C 5.05 0.00 0.31
C 6.18 -1.31 -2.28
Si 2.26 -0.39 -4.67
C 2.18 -2.27 -4.36
C 3.47 -0.06 -6.06
C 0.53 0.29 -5.08
H 4.70 4.73 -0.92
H 4.89 3.08 -0.30
H 3.29 3.94 -0.38
H 3.20 5.29 -3.64
H 1.90 4.16 -3.07
H 2.65 3.94 -4.62
H 6.07 4.05 -3.98
H 5.52 2.51 -4.55
H 6.49 2.55 -3.03
H 2.65 -2.50 -1.46
H 3.42 -2.61 0.02
H 4.16 -3.42 -1.40
H 4.64 -0.62 1.14
H 4.55 0.94 0.39
H 6.09 0.21 0.41
H 5.91 -2.04 -3.06
H 6.94 -1.74 -1.56
H 6.63 -0.44 -2.74
H 3.12 -2.71 -4.04
H 1.78 -2.80 -5.26
H 1.44 -2.51 -3.56
H 4.42 -0.58 -5.87
H 3.70 1.01 -6.08
H 3.15 -0.41 -7.04
H -0.27 -0.07 -4.40
H 0.27 0.01 -6.12
H 0.42 1.38 -5.13
Cl 1.84 1.66 1.39
Ge 1.54 0.35 3.31
Cl 3.55 -0.29 4.07
Cl 0.99 1.83 4.85
C -0.36 -5.96 -2.77
C -1.84 -5.77 -2.41
C -2.13 -6.06 -0.94
C -2.46 -4.52 -2.93
N -2.06 -3.29 -2.19
C -2.81 -2.23 -1.80
N -1.99 -1.20 -1.62
N -0.71 -1.60 -1.91
N -0.73 -2.89 -2.24
H 0.05 -6.75 -2.12
H 0.20 -5.05 -2.62
H -0.20 -6.32 -3.78
H -2.37 -6.58 -3.06
H -1.79 -5.22 -0.30
H -1.57 -6.96 -0.61
H -3.19 -6.25 -0.75
H -3.55 -4.51 -2.83
H -2.25 -4.38 -3.98
H -3.88 -2.13 -1.61
*
```

For the calculated total energy, the calculation gives -305206.3972 eV. The value obtained for the relative energy (zero: lowest compared OMol25 entry of this formula, charge and spin) is 74.5 kJ/mol. The expectation value of S² is 0.76. The gap between HOMO and LUMO (spin up / spin down) comes out at 5.689 / 3.009 eV. The calculation puts the LUMO energy (spin up / spin down) at -0.07 / -2.67 eV.

***

No. 2
ORCA calculation (the ωB97M-V functional and the def2-TZVPD basis) on a cluster of 2 separate species, C4H12 in total.

Geometry as ORCA input:
```
! RIJCOSX wB97M-V def2-TZVPD def2/J DEFGRID3
* xyz 0 1
C -0.72 0.60 -2.10
C -1.85 0.46 -1.08
H 0.28 0.28 -1.78
H -1.04 0.10 -3.01
H -0.65 1.66 -2.37
H -1.79 1.13 -0.22
H -2.78 0.66 -1.60
H -1.93 -0.55 -0.68
C 1.05 -0.47 0.86
C 1.51 -0.61 2.31
H 1.05 0.59 0.56
H 1.79 -0.95 0.22
H 0.08 -0.90 0.62
H 1.60 -1.67 2.58
H 0.83 -0.17 3.02
H 2.50 -0.19 2.42
*
```

For the calculated total energy, the calculation gives -4342.4325 eV. The value obtained for the relative energy (zero: lowest compared OMol25 entry of this formula, charge and spin) is 9.2 kJ/mol. The gap between HOMO and LUMO comes out at 12.898 eV. The calculation puts the LUMO energy at 1.16 eV.

***

No. 3
ORCA calculation (the ωB97M-V functional and the def2-TZVPD basis) on a structure of composition C54H42HfP3Si.

Geometry as ORCA input:
```
! RIJCOSX wB97M-V def2-TZVPD def2/J DEFGRID3
* xyz 3 1
Hf 0.56 0.67 -0.18
C 3.64 1.75 -3.33
C 4.08 0.45 -3.06
C 3.20 -0.51 -2.58
C 1.85 -0.20 -2.44
C 1.42 1.13 -2.68
C 2.31 2.09 -3.13
P 0.53 -1.31 -1.91
C -0.53 -1.61 -3.33
C -0.23 -1.13 -4.60
C -1.09 -1.40 -5.66
C -2.24 -2.14 -5.44
C -2.54 -2.63 -4.17
C -1.68 -2.38 -3.12
C 1.12 -2.85 -1.24
C 1.80 -3.82 -1.97
C 2.18 -4.99 -1.33
C 1.86 -5.19 0.00
C 1.14 -4.24 0.71
C 0.74 -3.05 0.10
Si -0.29 -1.68 0.92
C -2.12 -1.84 0.49
C -2.80 -3.02 0.80
C -4.15 -3.18 0.53
C -4.87 -2.14 -0.06
C -4.23 -0.96 -0.39
C -2.87 -0.81 -0.12
P -2.02 0.65 -0.72
C -2.96 1.50 -2.00
C -3.79 2.57 -1.66
C -4.54 3.20 -2.64
C -4.46 2.77 -3.96
C -3.63 1.70 -4.30
C -2.88 1.07 -3.32
C -1.73 1.92 0.54
C -0.77 2.87 0.15
C -0.41 3.92 0.99
C -1.02 4.02 2.23
C -1.95 3.06 2.64
C -2.29 2.00 1.82
C 0.02 -1.83 2.76
C -0.32 -2.95 3.53
C 0.13 -3.08 4.84
C 0.93 -2.10 5.41
C 1.27 -0.97 4.68
C 0.80 -0.84 3.37
P 1.09 0.66 2.42
C 1.25 2.00 3.62
C 0.26 2.08 4.60
C 0.30 3.08 5.55
C 1.32 4.03 5.53
C 2.31 3.95 4.56
C 2.28 2.94 3.61
C 2.66 0.54 1.51
C 2.98 1.64 0.69
C 4.19 1.67 0.01
C 5.06 0.58 0.09
C 4.70 -0.54 0.83
C 3.50 -0.58 1.53
H 4.33 2.48 -3.72
H 5.12 0.19 -3.23
H 3.55 -1.51 -2.37
H 0.34 1.34 -2.70
H 1.97 3.09 -3.36
H 0.68 -0.56 -4.78
H -0.86 -1.03 -6.65
H -2.91 -2.35 -6.27
H -3.42 -3.23 -4.01
H -1.90 -2.77 -2.13
H 2.03 -3.67 -3.01
H 2.72 -5.75 -1.88
H 2.15 -6.11 0.49
H 0.90 -4.43 1.75
H -2.26 -3.85 1.24
H -4.65 -4.10 0.78
H -5.93 -2.26 -0.26
H -4.78 -0.17 -0.89
H -3.87 2.91 -0.63
H -5.19 4.02 -2.38
H -5.04 3.26 -4.72
H -3.57 1.37 -5.32
H -2.25 0.23 -3.59
H -0.45 2.91 -0.91
H 0.29 4.67 0.67
H -0.77 4.84 2.90
H -2.43 3.16 3.60
H -3.01 1.26 2.14
H -0.94 -3.73 3.11
H -0.16 -3.94 5.42
H 1.29 -2.21 6.42
H 1.87 -0.19 5.14
H -0.53 1.33 4.64
H -0.46 3.12 6.32
H 1.35 4.81 6.27
H 3.12 4.67 4.56
H 3.09 2.88 2.89
H 2.36 2.54 0.71
H 4.47 2.54 -0.57
H 6.01 0.61 -0.41
H 5.37 -1.39 0.88
H 3.24 -1.44 2.13
*
```

For the calculated total energy, the calculation gives -93708.5591 eV. The gap between HOMO and LUMO comes out at 6.790 eV. The calculation puts the LUMO energy at -8.92 eV.

***

No. 4
ORCA calculation (the ωB97M-V functional and the def2-TZVPD basis) on a structure of composition C5H10N2O in a non-equilibrium geometry.

Geometry as ORCA input:
```
! RIJCOSX wB97M-V def2-TZVPD def2/J DEFGRID3
* xyz 0 1
C -0.81 -0.68 -0.10
C -2.49 0.13 -0.08
C 1.67 -0.12 0.33
C -0.14 0.52 0.25
N 2.04 -1.41 0.03
C -0.15 1.82 0.42
O -0.60 -1.26 -1.33
N 2.46 0.77 0.79
H -0.44 -0.57 -1.98
H -0.84 -1.44 0.68
H 3.02 -1.65 0.01
H 1.45 -1.96 -0.57
H 3.44 0.50 0.85
H -3.10 -0.74 -0.28
H -2.73 0.55 0.89
H -2.57 0.83 -0.90
H -1.03 2.43 0.37
H 0.82 2.27 0.62
*
```

For the calculated total energy, the calculation gives -10371.2446 eV. The value obtained for the relative energy (zero: lowest compared OMol25 entry of this formula, charge and spin) is 391.8 kJ/mol. The gap between HOMO and LUMO comes out at 9.218 eV. The calculation puts the LUMO energy at 0.76 eV.

***

No. 5
ORCA calculation (the ωB97M-V functional and the def2-TZVPD basis) on a structure of composition C23H19Cl2CoN8O8S in a non-equilibrium geometry.

Geometry as ORCA input:
```
! RIJCOSX wB97M-V def2-TZVPD def2/J DEFGRID3
* xyz -2 5
Co 0.21 -2.21 1.07
N 0.45 -0.68 2.49
C 1.21 -1.24 3.62
C 1.08 -2.77 3.71
O 1.34 -3.30 4.79
O 0.74 -3.37 2.63
H 0.90 0.15 2.11
H -0.48 -0.37 2.75
H 0.93 -0.79 4.58
H 2.27 -1.05 3.46
O 4.34 -1.29 0.30
C 3.14 -1.03 0.27
O 2.18 -1.84 0.52
C 2.77 0.39 -0.20
C 1.53 0.69 -0.75
C 1.32 1.93 -1.33
C 2.25 2.94 -1.27
C 3.46 2.64 -0.64
C 3.74 1.37 -0.14
N 4.47 3.67 -0.57
O 5.52 3.41 0.00
O 4.24 4.75 -1.09
N 0.14 2.12 -2.15
O -0.60 1.16 -2.30
O -0.13 3.26 -2.52
H 0.74 -0.03 -0.78
H 2.06 3.90 -1.70
H 4.71 1.14 0.27
N 1.89 -3.28 -5.13
C 1.51 -3.22 -3.82
N 1.84 -4.27 -3.05
N 0.87 -2.16 -3.42
C 0.40 -2.17 -2.19
N -0.02 -2.23 -1.12
H 2.77 -3.74 -5.31
H 1.78 -2.40 -5.60
H 2.03 -5.15 -3.49
H 1.50 -4.29 -2.10
Cl -2.71 -1.70 3.88
C -3.65 -2.34 2.58
C -5.01 -2.53 2.74
C -5.78 -3.06 1.72
C -5.16 -3.41 0.53
C -3.80 -3.23 0.36
Cl -3.06 -3.72 -1.13
C -2.95 -2.67 1.37
N -1.66 -2.48 1.24
H -5.46 -2.24 3.69
H -6.85 -3.19 1.84
H -5.73 -3.83 -0.30
S -1.12 1.68 1.27
C -1.30 3.24 0.54
C -2.29 3.50 -0.43
C -2.43 4.75 -1.01
C -1.59 5.80 -0.64
C -0.61 5.57 0.31
C -0.47 4.32 0.89
H -2.94 2.68 -0.72
H -3.20 4.90 -1.76
H -1.69 6.78 -1.11
H 0.06 6.37 0.61
H 0.30 4.15 1.64
*
```

For the calculated total energy, the calculation gives -125965.1808 eV. The expectation value of S² is 6.01. The gap between HOMO and LUMO (spin up / spin down) comes out at 4.890 / 4.889 eV. The calculation puts the LUMO energy (spin up / spin down) at 3.52 / 3.52 eV.

***

No. 6
ORCA calculation (the ωB97M-V functional and the def2-TZVPD basis) on a structure of composition C17H17NTc in a non-equilibrium geometry.

Geometry as ORCA input:
```
! RIJCOSX wB97M-V def2-TZVPD def2/J DEFGRID3
* xyz 0 4
C 1.51 0.09 -1.49
C 0.31 -0.45 -2.07
C 0.13 -1.78 -1.57
C 1.21 -2.08 -0.68
C 2.05 -0.91 -0.61
Tc 0.09 -0.35 0.07
N 0.39 1.52 0.53
C -0.87 2.04 0.04
C -1.59 0.78 -0.47
H -0.68 -2.46 -1.83
H -0.33 0.06 -2.78
H 1.34 -3.00 -0.13
H 2.96 -0.80 -0.02
H 1.95 1.06 -1.69
H -1.82 0.87 -1.53
H -0.73 2.77 -0.78
H 1.01 2.12 1.06
H -2.54 0.64 0.06
H -1.43 2.58 0.82
C -1.82 0.51 5.32
C -2.25 0.73 3.99
C -1.59 0.14 2.93
C -0.39 -0.60 3.14
C 0.47 -1.06 2.10
C 1.60 -1.81 2.39
C 1.94 -2.12 3.72
C 1.15 -1.67 4.76
C 0.01 -0.87 4.50
C -0.73 -0.31 5.56
H -2.35 0.97 6.15
H -3.12 1.36 3.81
H -1.97 0.26 1.91
H 2.26 -2.16 1.60
H 2.83 -2.72 3.90
H 1.40 -1.90 5.79
H -0.40 -0.53 6.58
*
```

For the calculated total energy, the calculation gives -21589.7177 eV. The expectation value of S² is 3.77. The gap between HOMO and LUMO (spin up / spin down) comes out at 8.098 / 6.901 eV. The calculation puts the LUMO energy (spin up / spin down) at 0.91 / -0.69 eV.

***

No. 7
ORCA calculation (the ωB97M-V functional and the def2-TZVPD basis) on a structure of composition C21H15BF2N3O6Y in a non-equilibrium geometry.

Geometry as ORCA input:
```
! RIJCOSX wB97M-V def2-TZVPD def2/J DEFGRID3
* xyz 0 1
Y 0.41 0.12 -0.80
O -1.37 1.81 -4.58
C -0.89 1.05 -3.60
O -1.04 1.31 -2.45
C -0.16 -0.13 -4.07
C 0.10 -0.51 -5.35
C 0.90 -1.71 -5.63
C 1.28 -2.44 -4.53
C 1.06 -1.93 -3.25
N 0.40 -0.82 -3.08
C 1.63 -2.52 -1.98
O 2.28 -3.51 -2.09
O 1.39 -1.83 -0.95
H -1.74 2.55 -4.16
H -0.26 0.04 -6.22
H 1.08 -2.06 -6.63
H 1.92 -3.29 -4.61
C 4.39 0.01 4.86
C 3.43 -0.05 3.63
C 2.11 0.42 3.60
C 1.41 0.39 2.43
N 1.86 -0.09 1.28
C 3.03 -0.75 1.37
C 3.83 -0.78 2.48
H 5.42 0.05 4.54
H 4.20 -0.90 5.50
H 4.16 0.88 5.51
H 1.64 0.93 4.42
H 0.45 0.84 2.42
H 3.33 -1.25 0.46
H 4.78 -1.26 2.52
F 2.29 3.26 -1.28
B 1.65 2.20 -1.75
F 1.43 2.48 -3.11
O -1.46 2.68 2.20
C -1.91 1.73 1.61
N -1.27 0.85 0.76
C -2.09 -0.15 0.42
O -1.75 -1.01 -0.43
C -3.42 0.03 1.10
C -4.46 -0.83 1.19
C -5.54 -0.44 2.04
C -5.42 0.78 2.68
C -4.37 1.66 2.52
C -3.33 1.29 1.74
H -4.46 -1.76 0.67
H -6.36 -1.12 2.29
H -6.21 1.12 3.35
H -4.37 2.64 2.94
*
```

For the calculated total energy, the calculation gives -45937.8601 eV. The value obtained for the relative energy (zero: lowest compared OMol25 entry of this formula, charge and spin) is 95.4 kJ/mol. The gap between HOMO and LUMO comes out at 7.524 eV. The calculation puts the LUMO energy at -0.65 eV.

***

No. 8
ORCA calculation (the ωB97M-V functional and the def2-TZVPD basis) on a structure of composition C2H4I2 in a non-equilibrium geometry.

Geometry as ORCA input:
```
! RIJCOSX wB97M-V def2-TZVPD def2/J DEFGRID3
* xyz 0 1
C -0.48 0.80 1.51
C 0.42 -1.35 -1.32
I 0.95 0.46 -0.25
I -0.03 -0.88 -3.53
H -0.11 0.57 2.38
H -0.48 1.89 1.15
H -1.49 0.58 1.49
H 1.22 -2.07 -1.42
*
```

For the calculated total energy, the calculation gives -18334.9342 eV. The value obtained for the relative energy (zero: lowest compared OMol25 entry of this formula, charge and spin) is 489.3 kJ/mol. The gap between HOMO and LUMO (spin up / spin down) comes out at 6.819 / 6.820 eV. The calculation puts the LUMO energy (spin up / spin down) at -0.78 / -0.78 eV.